{"formula": "C49H116Br4N7O2", "method": "ωB97M-V/def2-TZVPD", "total_charge": 3, "e_homo_ev": -12.335, "orbital_gap_ev": 7.897, "multiplicity": 1, "species": ["C", "C", "C", "O", "C", "N", "H", "H", "H", "H", "H", "H", "H", "H", "H", "H", "H", "H", "C", "C", "C", "N", "C", "C", "C", "C", "C", "H", "H", "H", "H", "H", "H", "H", "H", "H", "H", "H", "H", "H", "H", "H", "H", "H", "H", "C", "C", "C", "N", "C", "C", "C", "C", "C", "H", "H", "H", "H", "H", "H", "H", "H", "H", "H", "H", "H", "H", "H", "H", "H", "H", "H", "C", "C", "C", "N", "C", "C", "C", "C", "C", "H", "H", "H", "H", "H", "H", "H", "H", "H", "H", "H", "H", "H", "H", "H", "H", "H", "H", "C", "C", "C", "N", "C", "C", "C", "C", "C", "H", "H", "H", "H", "H", "H", "H", "H", "H", "H", "H", "H", "H", "H", "H", "H", "H", "H", "C", "C", "C", "N", "C", "C", "C", "C", "C", "H", "H", "H", "H", "H", "H", "H", "H", "H", "H", "H", "H", "H", "H", "H", "H", "H", "H", "C", "N", "C", "C", "C", "C", "O", "H", "H", "H", "H", "H", "H", "H", "H", "H", "H", "H", "H", "H", "H", "Br", "Br", "Br", "Br"], "xyz": [[-0.95, 0.78, 2.31], [-1.01, 0.52, 0.83], [-2.37, 0.11, 0.31], [-2.21, -0.52, -0.92], [-3.33, -0.38, -1.82], [-0.49, 1.61, -0.04], [-1.08, 2.48, 0.12], [0.46, 1.86, 0.24], [-0.58, 1.42, -1.04], [-1.68, 1.59, 2.62], [0.06, 0.97, 2.53], [-1.33, -0.18, 2.69], [-0.35, -0.35, 0.64], [-3.03, 0.97, 0.05], [-2.90, -0.52, 1.02], [-3.58, 0.67, -2.07], [-4.24, -0.81, -1.35], [-3.12, -0.91, -2.74], [1.16, -6.86, -3.73], [1.17, -5.35, -3.48], [0.07, -4.70, -4.38], [0.07, -3.25, -4.31], [-0.52, -2.88, -3.05], [-0.71, -2.70, -5.46], [0.28, -2.73, -6.67], [1.74, -2.81, -5.98], [1.43, -2.60, -4.49], [1.63, -7.24, -4.64], [0.12, -7.24, -3.65], [1.69, -7.49, -3.00], [2.17, -4.93, -3.63], [0.97, -5.15, -2.43], [-0.98, -4.98, -4.10], [0.23, -5.05, -5.41], [-0.49, -1.80, -2.82], [-0.01, -3.36, -2.22], [-1.49, -3.34, -3.20], [-0.88, -1.67, -5.16], [-1.54, -3.39, -5.62], [0.20, -1.85, -7.26], [0.12, -3.60, -7.29], [2.45, -2.10, -6.35], [2.12, -3.87, -6.07], [1.16, -1.57, -4.23], [2.14, -2.95, -3.71], [-4.44, -2.29, 3.56], [-4.19, -3.58, 2.78], [-2.80, -4.17, 3.06], [-2.56, -5.46, 2.34], [-3.49, -6.50, 2.73], [-1.19, -5.93, 2.61], [-0.70, -6.69, 1.36], [-1.39, -6.00, 0.21], [-2.60, -5.24, 0.82], [-4.74, -2.65, 4.54], [-5.17, -1.68, 3.03], [-3.53, -1.63, 3.68], [-4.12, -3.27, 1.70], [-4.95, -4.32, 2.84], [-2.61, -4.47, 4.15], [-1.93, -3.54, 2.70], [-4.49, -6.20, 2.52], [-3.46, -6.64, 3.81], [-3.43, -7.44, 2.21], [-1.25, -6.58, 3.43], [-0.64, -5.05, 2.84], [-0.98, -7.74, 1.37], [0.39, -6.61, 1.30], [-1.80, -6.71, -0.50], [-0.77, -5.33, -0.35], [-3.58, -5.46, 0.35], [-2.40, -4.17, 0.75], [-6.82, 4.54, 3.85], [-6.66, 5.95, 3.28], [-5.42, 6.54, 3.90], [-4.80, 7.60, 3.08], [-5.61, 8.83, 3.07], [-4.50, 7.23, 1.67], [-3.23, 7.96, 1.29], [-2.36, 7.93, 2.54], [-3.41, 7.87, 3.68], [-7.80, 4.10, 3.68], [-6.69, 4.64, 4.94], [-6.02, 3.85, 3.47], [-7.52, 6.49, 3.71], [-6.62, 5.88, 2.18], [-4.66, 5.81, 4.03], [-5.73, 6.98, 4.85], [-5.13, 9.56, 2.36], [-5.65, 9.35, 4.05], [-6.62, 8.61, 2.72], [-5.29, 7.53, 0.99], [-4.20, 6.16, 1.65], [-3.53, 8.96, 0.99], [-2.85, 7.44, 0.40], [-1.68, 8.75, 2.68], [-1.76, 7.02, 2.58], [-3.53, 8.73, 4.30], [-3.12, 7.07, 4.36], [6.35, -1.45, 2.21], [5.79, -2.05, 0.95], [5.71, -1.06, -0.15], [5.23, -1.71, -1.43], [6.37, -2.30, -2.12], [4.63, -0.66, -2.39], [3.19, -0.46, -1.94], [2.88, -1.76, -1.16], [4.09, -2.70, -1.36], [6.51, -2.27, 2.94], [5.71, -0.63, 2.49], [7.30, -0.98, 1.94], [4.83, -2.57, 1.19], [6.50, -2.88, 0.64], [6.63, -0.53, -0.47], [4.90, -0.35, 0.09], [7.08, -1.47, -2.38], [6.04, -2.84, -3.02], [6.87, -3.08, -1.49], [4.73, -0.99, -3.43], [5.19, 0.27, -2.29], [2.55, -0.39, -2.77], [3.14, 0.44, -1.32], [1.95, -2.22, -1.53], [2.70, -1.49, -0.09], [4.01, -3.35, -2.34], [4.20, -3.40, -0.48], [4.43, 1.34, 8.77], [3.37, 0.51, 8.04], [3.63, 0.48, 6.59], [2.62, -0.30, 5.75], [1.28, 0.43, 5.77], [2.61, -1.71, 6.26], [2.43, -2.64, 5.03], [2.81, -1.79, 3.75], [3.22, -0.45, 4.34], [5.42, 0.92, 8.62], [4.19, 1.40, 9.79], [4.48, 2.35, 8.43], [2.38, 0.85, 8.21], [3.50, -0.50, 8.50], [4.61, -0.01, 6.33], [3.68, 1.57, 6.32], [0.61, 0.13, 4.90], [1.47, 1.46, 5.57], [0.94, 0.24, 6.78], [1.81, -1.82, 6.97], [3.60, -1.89, 6.67], [1.42, -3.03, 4.93], [3.20, -3.51, 5.02], [1.97, -1.75, 3.09], [3.59, -2.16, 3.08], [3.05, 0.45, 3.75], [4.25, -0.35, 4.61], [1.79, 4.92, -8.38], [0.31, 4.50, -8.46], [-0.25, 5.37, -9.51], [0.23, 3.09, -8.85], [-0.43, 4.69, -7.21], [-0.05, 3.79, -6.09], [-0.89, 2.65, -6.12], [1.83, 5.87, -7.87], [2.15, 4.99, -9.40], [2.29, 4.14, -7.83], [-0.19, 6.39, -9.03], [-1.28, 5.17, -9.75], [0.36, 5.32, -10.42], [0.77, 3.10, -9.82], [-0.79, 2.78, -9.13], [0.59, 2.38, -8.09], [-1.51, 4.61, -7.44], [-0.22, 5.75, -6.94], [-0.27, 4.38, -5.21], [1.04, 3.55, -5.99], [-0.70, 2.14, -5.34], [0.01, 0.76, -3.66], [2.98, 1.31, 1.24], [-2.36, 4.25, 0.88], [0.45, -3.13, 1.08]], "mulliken_charge": [-1.202, 1.240, -0.823, 0.323, -0.775, 0.331, -0.123, 0.267, 0.038, 0.222, 0.249, 0.243, -0.412, 0.440, -0.010, 0.290, 0.324, 0.113, -1.603, 0.467, -0.915, 0.789, -0.753, -0.390, -0.924, -1.031, 0.748, 0.397, 0.340, 0.406, 0.082, 0.146, 0.500, 0.418, -0.042, -0.170, 0.467, 0.297, 0.409, 0.453, 0.362, 0.558, 0.354, -0.280, -0.465, -1.344, -0.118, -0.462, 0.479, -1.069, -0.654, -0.734, 0.336, -0.375, 0.446, 0.366, 0.200, 0.255, 0.312, 0.380, 0.040, 0.353, 0.417, 0.377, 0.440, 0.253, 0.384, 0.427, 0.486, -0.821, 0.359, 0.130, -1.421, -0.052, -1.079, 0.489, -0.926, -0.552, -0.707, -0.562, -0.584, 0.398, 0.355, 0.305, 0.366, 0.277, 0.543, 0.378, 0.382, 0.308, 0.362, 0.302, 0.163, 0.370, 0.425, 0.339, 0.289, 0.400, 0.356, -1.500, 0.453, -0.233, 0.440, -1.072, -0.791, -0.069, 2.394, -0.942, 0.356, 0.230, 0.504, 0.020, 0.183, 0.378, -0.129, 0.402, 0.408, 0.281, 0.306, 0.401, -0.126, 0.284, -1.040, -0.409, 0.047, 0.330, -1.520, -0.070, -0.839, 0.512, -0.838, -0.666, -0.605, 1.194, -0.864, 0.374, 0.432, 0.395, 0.379, 0.239, 0.384, 0.318, 0.182, 0.346, 0.423, 0.399, 0.366, 0.196, 0.334, -0.394, -0.404, 0.293, 0.142, -0.822, -0.242, -0.805, -0.910, -0.668, -0.365, -0.490, 0.348, 0.425, 0.389, 0.397, 0.348, 0.396, 0.430, 0.343, 0.423, 0.405, 0.431, 0.462, 0.292, -0.090, -0.609, -0.687, -0.709, -0.650]}



{"formula": "C49H119HgN10O15", "method": "ωB97M-V/def2-TZVPD", "total_charge": -2, "e_homo_ev": [0.445, -1.227], "orbital_gap_ev": [2.616, 4.288], "multiplicity": 2, "species": ["Hg", "C", "C", "C", "O", "H", "H", "H", "H", "H", "H", "H", "C", "C", "C", "O", "C", "C", "C", "O", "O", "O", "H", "H", "C", "C", "C", "O", "C", "N", "H", "H", "H", "H", "H", "H", "H", "H", "H", "H", "H", "C", "C", "C", "O", "C", "N", "H", "H", "H", "H", "H", "H", "H", "H", "H", "H", "H", "C", "C", "C", "O", "C", "N", "H", "H", "H", "H", "H", "H", "H", "H", "H", "H", "H", "C", "C", "C", "O", "C", "N", "H", "H", "H", "H", "H", "H", "H", "H", "H", "H", "H", "C", "C", "C", "O", "C", "N", "H", "H", "H", "H", "H", "H", "H", "H", "H", "H", "H", "C", "C", "C", "O", "C", "N", "H", "H", "H", "H", "H", "H", "H", "H", "H", "H", "H", "C", "C", "C", "O", "C", "N", "H", "H", "H", "H", "H", "H", "H", "H", "H", "H", "H", "C", "C", "C", "O", "C", "N", "H", "H", "H", "H", "H", "H", "H", "H", "H", "H", "H", "C", "C", "C", "O", "C", "N", "H", "H", "H", "H", "H", "H", "H", "H", "H", "H", "H", "C", "C", "C", "O", "C", "N", "H", "H", "H", "H", "H", "H", "H", "H", "H", "H", "H"], "xyz": [[2.96, 1.74, 0.50], [0.30, -1.00, -1.03], [-0.01, -0.10, 0.21], [0.27, -0.96, 1.48], [0.65, 1.14, 0.18], [0.24, -0.42, -1.95], [-0.31, -1.89, -1.18], [1.30, -1.42, -0.96], [-1.08, 0.13, 0.18], [-0.23, -1.93, 1.41], [-0.01, -0.40, 2.37], [1.33, -1.18, 1.57], [7.46, 0.27, 1.72], [6.14, 0.40, 1.35], [5.12, -0.79, 1.44], [3.87, -0.70, 1.06], [5.52, -1.98, 1.96], [6.80, -2.15, 2.46], [7.89, -0.96, 2.31], [9.09, -1.23, 2.67], [7.23, -3.15, 3.04], [5.71, 1.59, 1.03], [8.21, 1.05, 1.73], [4.80, -2.76, 2.15], [-4.02, -4.02, 2.75], [-2.64, -4.52, 3.31], [-1.97, -3.42, 4.12], [-0.76, -3.80, 4.77], [0.09, -2.75, 5.19], [-2.78, -5.79, 4.00], [-4.56, -4.76, 2.15], [-3.90, -3.16, 2.09], [-4.66, -3.75, 3.59], [-1.99, -4.71, 2.46], [-2.67, -3.03, 4.86], [-1.77, -2.55, 3.49], [-0.46, -1.82, 5.33], [0.96, -2.55, 4.55], [0.58, -2.99, 6.14], [-3.50, -5.71, 4.70], [-1.94, -5.82, 4.56], [2.45, 5.76, -1.10], [2.38, 5.50, 0.50], [1.53, 6.49, 1.27], [1.52, 6.19, 2.71], [0.85, 7.08, 3.60], [1.89, 4.13, 0.75], [2.96, 6.69, -1.33], [1.41, 5.93, -1.38], [2.85, 5.00, -1.77], [3.41, 5.59, 0.86], [0.54, 6.38, 0.83], [1.94, 7.48, 1.07], [-0.23, 7.14, 3.61], [1.19, 8.09, 3.37], [1.13, 6.94, 4.64], [0.95, 3.98, 0.43], [1.65, 4.18, 1.73], [4.79, -4.49, -1.35], [3.99, -3.51, -2.27], [2.53, -3.89, -2.59], [2.28, -5.09, -3.33], [2.66, -5.03, -4.68], [4.18, -2.12, -1.86], [5.81, -4.16, -1.16], [4.92, -5.41, -1.92], [4.19, -4.70, -0.46], [4.61, -3.60, -3.16], [2.04, -3.14, -3.22], [1.94, -3.88, -1.68], [2.27, -4.22, -5.30], [2.46, -5.94, -5.25], [3.75, -4.96, -4.73], [3.93, -2.05, -0.89], [5.16, -1.86, -1.84], [-1.61, 3.07, -5.79], [-2.68, 2.10, -5.26], [-2.11, 1.07, -4.31], [-3.10, 0.26, -3.72], [-2.75, -0.68, -2.69], [-3.80, 2.77, -4.65], [-1.24, 3.62, -4.93], [-2.03, 3.78, -6.50], [-0.83, 2.49, -6.28], [-3.10, 1.47, -6.05], [-1.61, 1.59, -3.50], [-1.43, 0.37, -4.81], [-2.72, -0.06, -1.79], [-1.77, -1.14, -2.76], [-3.50, -1.45, -2.50], [-3.88, 2.05, -3.94], [-3.44, 3.54, -4.10], [-2.90, 3.01, -0.91], [-1.66, 3.68, -1.51], [-1.98, 5.07, -2.10], [-2.93, 4.95, -3.16], [-3.27, 6.13, -3.87], [-0.75, 3.75, -0.41], [-2.72, 2.25, -0.15], [-3.31, 2.45, -1.74], [-3.61, 3.77, -0.58], [-1.11, 3.06, -2.21], [-1.07, 5.53, -2.49], [-2.38, 5.72, -1.32], [-4.05, 5.92, -4.61], [-2.48, 6.51, -4.51], [-3.61, 6.95, -3.24], [-1.35, 3.65, 0.39], [-0.35, 2.82, -0.38], [-1.30, -3.84, -3.59], [-2.14, -4.14, -4.85], [-2.74, -5.63, -4.76], [-1.65, -6.56, -4.74], [-1.20, -6.89, -6.07], [-3.25, -3.24, -5.00], [-1.91, -3.98, -2.69], [-0.89, -2.84, -3.48], [-0.40, -4.45, -3.60], [-1.48, -3.88, -5.68], [-3.49, -5.82, -5.53], [-3.17, -5.75, -3.76], [-1.00, -5.96, -6.62], [-1.96, -7.44, -6.63], [-0.23, -7.39, -5.99], [-3.83, -3.35, -4.17], [-2.91, -2.29, -4.92], [1.88, 2.19, -2.85], [3.22, 1.50, -2.62], [4.42, 2.37, -2.32], [4.31, 3.21, -1.15], [5.47, 4.06, -0.89], [2.98, 0.59, -1.52], [1.08, 1.46, -2.90], [1.93, 2.87, -3.69], [1.64, 2.92, -2.07], [3.43, 0.88, -3.50], [4.71, 2.86, -3.25], [5.25, 1.68, -2.18], [5.55, 4.48, 0.11], [5.52, 4.95, -1.52], [6.42, 3.59, -1.15], [2.02, 0.29, -1.55], [3.49, -0.24, -1.81], [-5.59, 3.97, 2.50], [-6.24, 2.69, 3.09], [-5.19, 1.59, 3.24], [-4.62, 1.38, 1.96], [-3.59, 0.36, 1.91], [-7.05, 3.06, 4.21], [-6.41, 4.62, 2.23], [-5.02, 3.81, 1.58], [-5.06, 4.62, 3.19], [-6.87, 2.40, 2.25], [-5.64, 0.63, 3.50], [-4.46, 1.85, 4.01], [-2.72, 0.68, 2.48], [-3.41, 0.08, 0.87], [-3.93, -0.59, 2.30], [-7.62, 3.82, 3.87], [-6.51, 3.67, 4.80], [-0.54, 1.84, 4.88], [-0.34, 2.70, 3.61], [-1.53, 3.58, 3.29], [-1.21, 4.56, 2.36], [-2.21, 5.57, 2.23], [0.88, 3.47, 3.90], [0.33, 1.29, 5.23], [-1.31, 1.08, 4.72], [-0.81, 2.45, 5.73], [-0.17, 2.00, 2.79], [-1.83, 4.20, 4.14], [-2.36, 2.90, 3.09], [-3.11, 5.23, 1.71], [-1.86, 6.44, 1.68], [-2.51, 5.96, 3.21], [0.71, 4.25, 3.29], [0.68, 3.88, 4.81], [0.20, -8.29, 3.64], [1.26, -7.49, 2.87], [0.90, -5.98, 2.67], [1.80, -5.57, 1.70], [1.81, -4.16, 1.38], [2.54, -7.63, 3.61], [-0.72, -8.32, 3.05], [0.00, -7.79, 4.58], [0.46, -9.35, 3.72], [1.47, -7.99, 1.93], [1.03, -5.43, 3.61], [-0.12, -5.73, 2.40], [1.79, -3.52, 2.26], [0.91, -3.83, 0.87], [2.61, -3.78, 0.74], [2.24, -7.38, 4.54], [3.11, -6.86, 3.29]], "lowdin_spin": [0.377, 0.001, 0.007, 0.004, 0.109, 0.000, 0.000, 0.000, 0.003, 0.000, 0.001, 0.002, 0.002, 0.007, 0.007, 0.079, 0.002, 0.001, 0.000, -0.001, 0.001, 0.090, 0.000, 0.000, 0.000, 0.000, 0.000, 0.000, 0.000, 0.000, 0.000, 0.000, 0.000, 0.000, 0.000, 0.000, 0.000, 0.000, 0.000, 0.000, 0.000, 0.001, 0.011, 0.005, 0.002, 0.001, 0.110, 0.000, 0.000, 0.000, 0.001, 0.000, 0.002, 0.000, 0.000, 0.000, 0.003, 0.010, 0.000, 0.000, 0.000, 0.000, 0.000, 0.001, 0.000, 0.000, 0.000, 0.000, 0.000, 0.000, 0.000, 0.000, 0.000, 0.000, 0.000, 0.000, 0.000, 0.000, 0.000, 0.000, 0.000, 0.000, 0.000, 0.000, 0.000, 0.000, 0.000, 0.000, 0.000, 0.000, 0.000, 0.000, 0.000, 0.000, 0.000, 0.000, 0.000, 0.001, 0.000, 0.000, 0.000, 0.000, 0.000, 0.000, 0.000, 0.000, 0.000, 0.000, 0.001, 0.000, 0.000, 0.000, 0.000, 0.000, 0.000, 0.000, 0.000, 0.000, 0.000, 0.000, 0.000, 0.000, 0.000, 0.000, 0.000, 0.000, 0.003, 0.005, 0.005, 0.051, 0.007, 0.057, 0.000, 0.000, 0.002, 0.001, 0.001, 0.001, 0.002, 0.000, 0.001, 0.001, 0.001, 0.000, 0.000, 0.000, 0.000, 0.000, 0.000, 0.000, 0.000, 0.000, 0.000, 0.000, 0.000, 0.000, 0.000, 0.000, 0.000, 0.000, 0.000, 0.003, 0.000, 0.001, 0.000, 0.006, 0.000, 0.000, 0.000, 0.003, 0.000, 0.000, 0.000, 0.000, 0.000, 0.001, 0.000, 0.000, 0.000, 0.000, 0.000, 0.000, 0.000, 0.000, 0.000, 0.000, 0.000, 0.000, 0.000, 0.000, 0.000, 0.000, 0.000, 0.000]}



- Among the records above, which one has the highest multiplicity?
  C49H119HgN10O15



- Which of these has the highest multiplicity?
  C49H119HgN10O15



- multiplicity of number 1 (C49H116Br4N7O2)?
  1



- Among the records above, which one has the lowest multiplicity?
  C49H116Br4N7O2